{"formula": "C4H7NO2", "method": "wB97M-V/def2-TZVPD", "fmax_ev_per_a": 0.483, "total_charge": 0, "homo_ha": [-0.2769, -0.2878], "e_tot_ev": -9842.929, "orbital_gap_ev": [7.8, 8.4], "lumo_ev": [0.26, 0.59], "de_lowest_ev": 4.350, "elements": ["O", "C", "C", "O", "C", "N", "C", "H", "H", "H", "H", "H", "H", "H"], "positions_angstrom": [[0.9231, -1.0063, -1.7114], [-0.1054, -0.5048, -0.8725], [-0.1357, -1.2448, 0.4431], [-0.6957, -0.6093, 1.4955], [-0.5025, 0.6582, 1.6583], [0.3866, 1.2754, 0.8015], [0.0106, 1.0057, -0.6145], [1.6869, -1.1596, -1.1385], [-1.0312, -0.6992, -1.4362], [-0.4236, -2.2898, 0.4467], [1.2530, 0.7062, 0.9078], [-0.9365, 1.1044, 2.5422], [-0.9237, 1.5359, -0.8192], [0.7911, 1.4219, -1.2586]]}